DFT (wB97M-V/def2-TZVPD) results for C33H53MgN2O2P2S as an isolated structure.

Each line ends with the Mulliken charge.
Cartesian coordinates (Å):
H1 4.9289 -0.1716 0.7193  0.22
H2 -1.7046 1.4417 -2.6812  0.31
C1 3.6439 -2.6653 0.8367  -1.79
H3 -2.8275 0.0823 -2.9177  0.27
C2 -3.0664 -1.3315 -0.6176  -1.59
H4 1.4196 0.4618 -7.3063  0.42
H5 -1.5960 -4.0060 -4.1683  0.45
S1 0.3618 -0.9047 3.3189  0.42
C3 1.4102 -0.8134 -2.4632  -1.02
H6 -5.1872 0.2395 -1.6303  0.24
C4 -4.9085 1.2849 -1.4434  -1.47
C5 0.1434 -1.6603 -2.4340  -0.68
H7 3.7320 -3.7181 1.1370  0.57
H8 -3.2943 1.7205 -3.4351  0.64
H9 -4.0164 2.6627 1.6752  0.35
H10 5.5954 -0.9359 -0.7637  0.28
C6 5.1261 -0.0325 -0.3523  -1.76
H11 -5.4473 1.6562 -0.5690  0.26
C7 -3.0892 -0.5280 2.6490  -1.65
P1 -2.7111 0.3719 0.0450  0.00
H12 1.1375 -0.5924 -5.0908  0.26
H13 0.6073 -2.8051 -4.1903  0.59
H14 -2.4052 2.1699 2.2577  0.00
Mg1 -0.1381 0.1315 0.0696  2.75
C8 -3.6823 0.4894 1.6610  2.11
H15 4.6348 -2.2130 0.9468  0.36
C9 0.8456 2.6895 -4.1691  -0.35
C10 -5.1713 0.1715 1.5154  -1.70
H16 2.5691 -0.0434 2.8272  0.00
H17 -3.2077 -2.0195 0.2335  0.62
H18 -5.2414 1.8856 -2.3027  0.52
H19 -3.5492 3.2804 -0.0519  0.27
H20 1.4505 -3.6024 -1.6679  0.43
H21 3.3454 1.0003 -3.1578  0.25
H22 -2.0273 -0.3415 2.8465  0.16
H23 0.9424 4.3760 -5.5143  0.41
H24 2.9506 -2.1684 1.5306  0.03
H25 2.2991 -4.6039 -0.4828  0.72
H26 3.9567 -3.9299 -2.1040  0.39
C11 -1.3715 -3.2641 -3.4080  -1.08
H27 4.5174 -0.3427 -3.0887  0.16
H28 3.0522 1.6063 0.5211  0.08
C12 -1.9862 -1.9010 -1.5364  -0.35
C13 -2.3076 -2.9138 -2.4448  -0.67
H29 1.8920 0.4803 4.4200  0.45
H30 5.0187 1.2958 -2.6543  0.58
C14 0.9992 3.2925 -5.4221  -0.95
C15 4.1874 0.5789 -2.5983  -1.59
H31 4.2284 -2.2295 -2.4965  0.18
N1 0.4403 1.3455 -1.6261  -0.74
C16 3.3707 1.7231 -0.5244  -1.46
H32 -4.0233 -1.3199 -1.1617  0.54
N2 -0.7390 -1.4169 -1.4400  1.11
H33 2.0663 -1.1158 -3.2907  1.13
C17 1.9271 -3.5906 -0.6845  -1.91
C18 3.8560 0.3842 -1.1168  2.28
O1 0.3299 2.8060 2.3043  -0.26
H34 -5.3461 -0.7411 0.9321  0.27
H35 4.2057 2.4355 -0.5603  0.59
C19 1.2719 1.0967 -6.4283  -0.95
H36 2.5291 2.1421 -1.0852  0.26
H37 5.8522 0.7893 -0.4518  0.57
C20 -3.4681 1.8981 2.2333  -1.63
H38 -3.6273 -0.4252 3.6035  0.65
H39 -3.8504 1.9126 3.2622  0.51
P2 2.4337 -0.8516 -0.8594  -0.11
C21 -3.0651 2.9425 -0.9748  -1.56
H40 -5.7506 0.9994 1.0981  0.41
H41 2.5489 -1.1796 4.2093  0.45
C22 3.1032 -2.6043 -0.6111  2.35
O2 0.3403 -0.9411 1.7649  -1.26
H42 1.1699 -3.3438 0.0670  0.01
H43 -5.5704 0.0123 2.5262  0.52
C23 0.8981 0.7254 -2.6144  0.24
H44 0.6474 3.2734 -3.2677  0.38
H45 -0.1443 -3.2381 3.0952  0.30
C24 -0.1379 -2.6072 -3.4216  -0.41
C25 2.0228 -0.3561 3.7231  -0.75
C26 1.2076 2.4897 -6.5523  -0.48
C27 -3.3963 1.4753 -1.3046  1.89
C28 0.4953 -2.6497 3.7495  -1.13
C29 0.9634 1.3011 -4.0334  0.30
H46 1.5325 -2.9757 3.6524  0.37
H47 0.1583 -2.7360 4.7951  0.45
H48 -1.9812 3.1091 -0.8935  0.16
H49 5.1750 -3.0207 -1.2088  0.39
H50 -3.2062 -1.5642 2.3089  0.35
H51 1.3237 2.9478 -7.5316  0.41
C30 1.1238 0.4975 -5.1726  0.03
C31 -0.1695 2.0716 1.5756  0.11
H52 -3.2901 -3.3779 -2.3923  0.55
H53 -3.4567 3.5627 -1.7960  0.50
C32 -2.7556 1.1437 -2.6633  -1.99
C33 4.1770 -2.9450 -1.6647  -1.59

Atoms 1-3, force components in eV/Å:
H 0.1 0.1 -0.3
H -0.1 -0.1 0.0
C 0.1 -0.2 -0.1

Output
Charge: +1
Frontier orbital gap, eV: 7.264
LUMO energy, Eh: -0.08129
F_max, eV Å⁻¹: 3.7
HOMO, eV: -9.5



DFT (wB97M-V/def2-TZVPD) results for C12H15BBrClF6IO5 as an isolated structure.

Each line ends with the Mulliken charge.
Cartesian coordinates (Å):
Br1 4.2556 -0.3760 -0.9004  -0.17
C1 1.9064 1.1191 0.2815  0.65
C2 -3.1367 -0.8043 -0.0053  -1.39
O1 0.9413 0.2761 0.7837  -0.44
F1 -2.3715 0.7102 -1.6067  -0.31
O2 1.5092 -0.5967 -1.2608  -0.67
H1 -1.4661 0.0039 1.1103  0.28
B1 0.8306 -0.9882 0.0516  0.92
H2 -0.9584 -1.4313 -1.2465  0.40
H3 -0.7156 -2.6276 -0.0354  0.43
I1 1.9635 -0.3724 3.8493  -0.07
F2 -3.1757 1.5365 0.2273  -0.34
H4 -0.6970 1.7588 0.0064  -0.27
O3 1.4059 -4.3142 -0.4844  -0.46
H5 -1.9400 -1.6379 1.5203  0.47
O4 2.1917 -3.1138 -0.4453  -0.22
C3 -4.7123 0.7039 -1.3609  0.52
H6 1.0149 -4.2638 -1.3616  0.31
C4 1.3281 2.5033 -0.0529  -1.64
H7 1.3623 3.1276 0.8293  0.50
F3 -5.3502 1.7858 -0.9049  -0.27
C5 3.3727 0.2182 2.2707  -0.23
C6 1.7343 -2.2927 0.6528  -0.87
C7 -3.3122 0.5280 -0.6616  1.18
Cl1 2.4772 1.3774 -2.5393  -0.25
C8 -1.7769 -0.9492 0.7052  -0.57
H8 1.1722 -2.9224 1.3329  0.32
C9 -0.1156 2.5191 -0.4907  0.06
C10 2.9792 1.3676 1.3680  -0.58
H9 -0.5322 3.4832 -0.2075  0.47
F4 -0.2700 2.4358 -1.8519  -0.32
C11 -0.6808 -1.5604 -0.2053  -0.92
H10 1.9283 3.0101 -0.7926  0.52
H11 3.8969 1.6921 0.8932  0.37
H12 -3.9443 -0.9845 0.6944  0.52
H13 2.6474 -2.0136 1.1749  0.32
H14 -3.2109 -1.5539 -0.7798  0.43
F5 -5.5001 -0.3625 -1.1661  -0.28
C12 2.3944 0.3230 -1.0213  0.72
O5 4.4563 -0.3296 2.2901  -0.46
H15 2.6723 2.1656 2.0292  0.62
F6 -4.5744 0.8499 -2.6901  -0.26

Atoms 1-3, force components in eV/Å:
Br 0.4 -0.2 0.0
C 0.4 -0.2 0.2
C 0.4 -0.2 0.5

Output
Charge: -1
Frontier orbital gap, eV: 7.374
LUMO energy, Eh: 0.08736
F_max, eV Å⁻¹: 3.0
HOMO, eV: -5.0



DFT (wB97M-V/def2-TZVPD) results for C49H45N7P2SeSr as an isolated structure.

Each line ends with the Mulliken charge.
Cartesian coordinates (Å):
H1 -4.5243 -1.4674 4.8151  0.27
H2 2.7137 -0.5894 0.2568  -0.31
H3 -0.1016 2.1605 -2.9730  0.31
C1 2.8032 -1.6286 2.8862  -0.36
H4 -6.6172 -2.5294 4.1345  0.42
C2 -2.0108 5.0433 -1.0199  -0.60
C3 1.8374 -1.1509 -1.6253  -1.47
C4 1.4578 -1.8831 2.6334  1.01
C5 -1.6146 -5.4016 0.4427  -0.75
C6 -5.3914 -1.2347 2.9255  0.28
H5 3.4332 -1.1893 2.1245  0.26
P1 -0.8830 -0.5113 -1.8358  1.19
C7 -7.2354 -1.6278 0.9154  -0.92
Sr1 -0.7888 1.1452 1.2405  1.80
H6 -5.0137 1.7253 -3.2698  0.45
C8 -1.2369 -3.7159 -5.1310  -0.55
C9 1.2348 -2.7472 4.8804  -0.70
N1 5.4199 2.2798 -0.3160  0.43
N2 -2.8951 1.8528 0.4075  0.81
C10 -1.7971 0.8990 -2.5604  0.76
H7 8.0649 2.2149 -1.4628  0.44
H8 -3.8954 3.7671 -4.1128  0.47
H9 -8.2704 -2.8692 2.3378  0.43
C11 -0.9767 5.9714 -1.0295  -0.42
C12 -0.2393 -2.9904 0.6980  0.79
C13 7.6552 2.9196 2.3842  -0.87
C14 0.1077 5.7634 -0.2033  -0.79
C15 -3.0526 3.0035 -0.1054  -1.19
H10 1.5164 -2.0806 -2.1050  0.33
H11 0.9230 6.4714 -0.1524  0.43
C16 5.1487 2.0193 -1.7215  -0.95
P2 0.6610 -1.4438 1.0367  0.84
C17 0.4507 -4.1689 0.4322  -0.67
C18 3.3630 -1.9380 4.1216  -0.70
H12 -1.5553 -5.1020 -3.5246  0.46
N3 -4.4124 -1.0345 3.9108  0.06
H13 3.0219 -2.7517 6.0758  0.41
H14 -2.1462 -6.3391 0.3415  0.42
N4 5.1878 2.6669 1.7987  0.09
C19 -2.3131 -4.2319 0.7202  -0.42
N5 -0.8222 3.6939 0.5721  -0.10
C20 2.5829 -2.4991 5.1194  -0.60
H15 7.5429 3.1156 3.4424  0.41
C21 0.1452 4.6166 0.5783  -0.79
H16 0.3126 -6.2774 0.0800  0.46
C22 9.0480 2.6264 0.4120  -0.71
C23 -5.2104 -0.6040 1.7032  0.97
H17 4.7238 2.8138 2.6794  0.22
H18 -1.2969 -4.4724 -5.9027  0.40
H19 -2.5694 -0.3371 4.4514  0.43
H20 -1.4188 -3.3768 -1.7719  0.21
C24 2.0872 -1.3972 -0.1246  -0.45
H21 0.6227 -3.1982 5.6512  0.44
C25 -1.1785 2.0558 -3.0286  -0.45
H22 4.0732 2.0256 -1.8690  0.21
C26 -7.4085 -2.2394 2.1606  -0.43
C27 8.9021 2.8779 1.7830  -0.47
H23 -4.0385 3.3488 -0.4129  0.40
C28 -3.1885 0.7943 -2.6480  -0.74
C29 -0.2334 -5.3679 0.2936  -0.84
H24 -0.3696 -2.6695 3.4665  0.33
N6 -4.0350 1.0622 0.5173  -0.88
H25 -3.3904 -4.2537 0.8256  0.56
C30 -6.1479 -0.8122 0.6890  -0.49
H26 -1.0328 6.8490 -1.6604  0.49
C31 -0.9430 -1.4148 -4.4925  -0.70
C32 6.7077 2.4526 0.2059  0.79
C33 -1.9320 3.0892 -3.5804  -0.65
C34 -3.3098 2.9729 -3.6666  -0.75
C35 -4.0582 0.2947 1.5557  -0.16
C36 4.5058 2.4163 0.6631  -0.16
H27 1.0582 0.2527 -3.0704  0.71
H28 10.0398 2.6024 -0.0185  0.40
H29 5.5564 1.0496 -2.0038  0.36
H30 -7.9627 -1.7906 0.1322  0.45
C37 -1.9017 3.9372 -0.2076  0.88
H31 1.1025 0.8777 -1.4292  0.24
C38 -1.0237 -2.3848 -5.4781  -0.71
C39 -3.3077 -0.3435 3.6574  -0.61
C40 7.9513 2.4085 -0.4044  -0.55
H32 -0.7974 -0.3773 -4.7769  0.34
H33 -2.8973 5.1793 -1.6247  0.48
C41 -1.0746 -1.7659 -3.1478  0.28
H34 -3.6834 -0.0993 -2.2845  0.43
H35 5.6070 2.7968 -2.3303  0.38
H36 9.7848 3.0445 2.3853  0.41
C42 0.6771 -2.4389 3.6493  -0.68
C43 -1.3780 -4.0698 -3.7984  -0.61
H37 -1.4374 3.9759 -3.9580  0.52
C44 -6.4906 -2.0497 3.1712  -0.98
H38 1.5304 -4.1610 0.3370  0.39
Se1 2.6602 2.3181 0.5117  -0.56
H39 -6.0034 -0.3149 -0.2602  0.55
C45 6.5635 2.6994 1.5591  0.31
C46 -1.2960 -3.0965 -2.8085  0.00
C47 0.8782 -0.0125 -2.0257  -0.60
N7 -3.0523 0.2899 2.5453  -0.10
H40 4.4141 -1.7458 4.2969  0.45
C48 -1.6251 -3.0322 0.8405  -0.50
C49 -3.9378 1.8194 -3.1977  -0.67
H41 -2.1790 -2.1161 1.0217  0.22
H42 0.9895 4.4279 1.2259  0.78
H43 2.8138 -0.9149 -2.0522  0.40
H44 2.6495 -2.3244 -0.0010  0.79
H45 -0.9272 -2.1041 -6.5190  0.43

Atoms 1-3, force components in eV/Å:
H 0.0 0.0 0.0
H 0.0 0.0 0.0
H 0.0 0.0 0.0

Output
Charge: +2
Energy relative to the best compared isomer or geometry (same formula, charge and spin), eV: 0.285
Frontier orbital gap, eV: 6.986
LUMO energy, Eh: -0.19098
F_max, eV Å⁻¹: 1.0
HOMO, eV: -12.2



DFT (wB97M-V/def2-TZVPD) results for one molecule with the formula C5H8O.

Each line ends with the Mulliken charge.
Cartesian coordinates (Å):
C1 0.6162 0.6189 -0.9563  -0.78
H1 1.1725 1.4386 -0.4901  0.29
C2 -1.0348 0.7333 1.1615  -1.35
C3 1.2565 -0.7598 -0.7656  -0.13
H2 -2.0050 0.3586 1.5068  0.34
H3 -1.1010 1.8222 1.1036  0.33
H4 -0.3494 -2.1762 0.2752  0.46
H5 -0.2881 0.4646 1.9067  0.33
O1 1.3593 -0.9401 0.6424  -0.43
H6 -1.4741 -0.0273 -0.8497  0.38
H7 1.9804 -1.2700 -1.3979  0.42
C4 -0.6295 0.0947 -0.1606  0.32
C5 0.1057 -1.2283 0.0207  -0.48
H8 0.3914 0.8709 -1.9969  0.29

Atoms 1-3, force components in eV/Å:
C 0.0 0.1 0.0
H 0.0 -0.2 -0.1
C -0.1 0.1 -0.2

Output
Energy relative to the best compared isomer or geometry (same formula, charge and spin), eV: 2.191
Frontier orbital gap, eV: 10.950
LUMO energy, Eh: 0.04381
F_max, eV Å⁻¹: 0.4
HOMO, eV: -9.8
Structure (SMILES): C[C@H]1C[C@H]2O[C@@H]12